## w
Computed, not measured: 4 unconnected molecules or ions with the total composition C5H16O3, with ωB97M-V/def2-TZVPD.

Geometry (Å):
C 1.28 2.36 0.95
C 0.91 1.27 -0.03
C 1.00 1.45 -1.35
C 0.76 0.31 -2.33
C 1.46 2.74 -1.97
H 2.23 2.81 0.64
H 0.50 3.14 0.95
H 1.21 2.01 1.99
H 0.58 0.31 0.34
H 1.74 -0.11 -2.54
H 0.37 0.66 -3.28
H 0.13 -0.48 -1.91
H 0.79 3.58 -1.82
H 1.60 2.64 -3.05
H 2.43 3.04 -1.57
O 0.79 1.69 4.81
H 1.74 1.74 4.61
H 0.45 0.93 4.33
O -4.10 -4.20 1.61
H -4.35 -4.72 0.83
H -3.29 -3.82 1.26
O -2.91 -5.64 -0.48
H -2.68 -6.55 -0.70
H -2.67 -5.16 -1.28

As for the SMILES: CC=C(C)C.O.O.O.

=====

## x
Computed, not measured: 4 unconnected molecules or ions with the total composition C5H16O3, with ωB97M-V/def2-TZVPD.

Geometry (Å):
C -0.11 0.42 1.23
C 0.27 -0.19 -0.15
C 1.01 0.59 -1.00
C 1.52 0.01 -2.28
C 1.14 2.00 -0.85
H -0.29 -0.42 1.91
H 0.67 1.04 1.54
H -1.05 1.00 1.30
H -0.12 -1.22 -0.35
H 0.88 0.28 -3.25
H 1.54 -1.06 -2.22
H 2.49 0.33 -2.55
H 0.19 2.63 -1.37
H 1.95 2.43 -1.48
H 1.17 2.46 0.21
O 2.16 0.44 2.66
H 2.17 0.60 1.66
H 3.03 0.75 3.03
O -1.72 -2.42 1.55
H -2.49 -2.18 1.04
H -1.05 -1.94 1.15
O -3.60 -0.52 -1.70
H -3.58 -1.48 -1.70
H -3.26 -0.18 -0.82

As for the SMILES: CC=C(C)C.O.O.O.

=====

Stability order, top to bottom: w, x

=====

## w
Computed, not measured: a single C12H12O molecule, with ωB97M-V/def2-TZVPD.

Geometry (Å):
C -3.85 -0.75 -0.22
C -3.29 0.14 -1.14
C -3.10 -1.06 0.93
C -2.06 0.69 -0.94
C -1.84 -0.55 1.09
C -1.27 0.31 0.18
C 0.46 2.23 -0.17
C 1.18 1.47 0.91
C -0.14 1.16 0.28
C 3.02 0.68 -0.45
C 2.28 0.51 0.85
C 3.37 -1.68 -0.96
O 3.53 -0.25 -1.18
H -4.87 -0.92 -0.48
H -3.92 0.40 -2.05
H -3.28 -1.87 1.67
H -1.40 1.47 -1.43
H -1.34 -1.04 1.94
H 0.49 3.12 -0.84
H 0.97 2.04 1.93
H 3.09 0.68 1.66
H 1.90 -0.50 1.11
H 2.34 -2.00 -0.65
H 4.03 -2.07 -0.20
H 3.69 -2.21 -1.85

=====

## x
Computed, not measured: a single C12H12O molecule, with ωB97M-V/def2-TZVPD.

Geometry (Å):
C -2.14 0.04 -1.58
C -1.19 -1.13 -1.24
O -2.14 -2.41 -1.07
C -0.45 -0.94 -0.05
C -0.88 -1.61 1.07
C -0.22 -1.34 2.23
C 0.80 -0.48 2.36
C 1.19 0.40 1.32
C 2.21 1.42 1.29
C 2.38 2.31 0.24
C 1.54 2.15 -0.98
C 0.70 1.02 -1.07
C 0.45 0.18 0.07
H -1.52 1.01 -1.37
H -2.26 0.07 -2.88
H -3.17 0.12 -0.98
H -0.56 -1.43 -2.11
H -1.60 -3.21 -1.44
H -1.86 -2.16 1.06
H -0.42 -2.05 3.10
H 1.32 -0.37 3.32
H 2.97 1.69 2.18
H 2.89 3.28 0.42
H 1.65 2.76 -1.91
H 0.30 0.67 -1.97

As for the SMILES: C[C@H](O)c1cccc2ccccc12.

=====

Stability order, top to bottom: x, w

=====

## w
Computed, not measured: a single C5H9F molecule, with ωB97M-V/def2-TZVPD.

Geometry (Å):
F -0.90 -1.53 -1.75
C -0.49 -1.69 -0.37
C 0.75 -0.84 -0.39
C 0.21 0.53 -0.44
C -0.76 1.06 0.55
C 0.73 1.64 0.67
H -1.27 -1.02 0.24
H -0.39 -2.67 -0.21
H 1.06 -1.21 0.66
H 1.69 -0.96 -1.02
H 0.05 0.82 -1.52
H -1.14 0.40 1.40
H -1.79 1.70 0.34
H 1.24 0.95 1.48
H 0.98 2.83 0.37

As for the SMILES: FCCC1CC1.

=====

## x
Computed, not measured: a single C5H9F molecule, with ωB97M-V/def2-TZVPD.

Geometry (Å):
C 1.35 -0.29 -0.37
C -0.06 -0.06 0.16
C -0.42 -0.79 1.48
C -0.45 1.45 -0.42
C -1.01 0.18 -1.00
F -2.37 0.24 -0.71
H 1.60 0.25 -1.15
H 2.38 -0.20 0.17
H 1.48 -1.33 -0.68
H 0.22 -0.40 2.16
H -1.70 -1.05 1.66
H 0.01 -1.92 1.24
H -0.96 2.07 0.33
H 0.44 1.76 -0.94
H -0.52 0.09 -1.93

As for the SMILES: CC1(C)C[C@@H]1F.

=====

Stability order, top to bottom: w, x

=====

## w
Computed, not measured: a single C3H6INOS molecule, with ωB97M-V/def2-TZVPD.

Geometry (Å):
C 0.67 1.23 -0.04
N 0.21 -0.08 -0.12
C 1.31 -0.98 -0.02
C -1.11 -0.49 0.07
O -1.58 -1.58 0.10
S -2.23 0.97 0.00
I -4.31 0.05 0.04
H 0.89 1.60 0.87
H 1.57 1.19 -0.68
H -0.01 1.85 -0.62
H 1.49 -0.87 1.02
H 0.92 -2.01 0.00
H 2.19 -0.87 -0.62

As for the SMILES: CN(C)C(=O)SI.

=====

## x
Computed, not measured: 2 unconnected molecules or ions with the total composition C3H6INOS, with ωB97M-V/def2-TZVPD.

Geometry (Å):
C 1.30 0.98 -0.08
C -1.56 -0.34 1.19
C 1.02 -0.34 0.49
N 0.91 1.39 -1.29
O 1.94 1.72 0.64
S 1.15 -1.76 -0.45
I -2.85 -0.15 -0.49
H -1.36 0.61 1.64
H -1.62 -1.27 1.68
H 0.93 -0.47 1.47
H 0.18 0.96 -1.82
H 1.09 2.33 -1.39
H 1.30 -1.18 -1.52

=====

Stability order, top to bottom: w, x

=====

## w
Computed, not measured: 2 unconnected molecules or ions with the total composition C4H8NO3, with ωB97M-V/def2-TZVPD.

Geometry (Å):
C 0.58 1.57 1.31
C 1.96 0.98 0.87
O 1.95 0.06 0.01
O 2.95 1.68 1.12
H 0.83 2.73 1.27
H 0.57 1.13 2.34
H -0.37 1.30 0.78
C -1.52 -1.65 -0.08
C -1.27 -0.86 -1.40
O -2.21 -0.97 -2.16
N -0.01 -0.31 -1.55
H 0.29 -0.01 -2.48
H 0.64 -0.30 -0.81
H -0.53 -1.65 0.49
H -1.70 -2.64 -0.42
H -2.16 -1.07 0.70

The spin multiplicity is 2.

=====

## x
Computed, not measured: 2 unconnected molecules or ions with the total composition C4H8NO3, with ωB97M-V/def2-TZVPD.

Geometry (Å):
C 0.12 2.93 1.31
C 1.14 2.28 0.41
O 2.08 2.92 -0.03
N 1.03 0.95 0.20
H 1.76 0.45 -0.29
H 0.18 0.43 0.26
H -0.83 3.11 0.80
H 0.53 3.90 1.59
H -0.02 2.36 2.22
C -2.32 -1.82 -0.90
C -0.80 -2.37 -0.45
O 0.11 -1.70 -0.83
O -1.08 -3.37 0.21
H -3.10 -2.44 -0.49
H -2.31 -1.88 -1.98
H -2.39 -0.83 -0.45

The spin multiplicity is 2.

=====

Stability order, top to bottom: x, w

=====

## w
Computed, not measured: 4 unconnected molecules or ions with the total composition C2H13NO3S, with ωB97M-V/def2-TZVPD.

Geometry (Å):
N -0.27 -0.39 -1.75
C 0.36 0.37 -0.62
C 0.24 1.85 -0.68
S -0.80 2.74 0.70
H 0.14 -1.25 -1.67
H 0.12 -0.08 -2.58
H -0.17 0.10 0.31
H 1.45 0.33 -0.91
H -0.36 2.07 -1.64
H 1.17 2.40 -0.81
H -1.62 1.78 0.99
O 0.95 -3.85 0.73
H 1.60 -3.20 1.11
H 0.67 -4.29 1.58
O -2.81 0.06 -0.49
H -2.16 -0.35 -1.06
H -3.71 -0.18 -0.79
O 1.77 0.22 2.67
H 1.02 0.68 2.31
H 2.41 1.00 2.60

As for the SMILES: NCCS.O.O.O.

=====

## x
Computed, not measured: 5 unconnected molecules or ions with the total composition C2H13NO3S, with ωB97M-V/def2-TZVPD.

Geometry (Å):
C -0.42 -0.04 0.57
C 0.26 -1.33 0.70
S -0.18 -2.19 -0.86
N -0.53 0.99 1.62
H -1.48 -0.20 0.26
H -0.03 0.41 -0.38
H -0.07 -1.76 1.68
H 1.36 -1.20 0.81
H -2.33 -0.26 -0.08
H -1.40 1.14 2.09
H -0.02 1.86 1.43
H -0.39 2.44 -3.31
H -0.10 1.13 -2.46
O -0.59 2.03 -2.42
H 1.91 -0.55 3.52
H 0.54 -0.13 2.92
O 1.02 -0.25 3.75
H 0.71 -1.05 -2.56
H 0.77 -0.70 -4.07
O 0.96 -0.32 -3.20

=====

Stability order, top to bottom: w, x

=====

## w
Computed, not measured: a single C3H5FO2 molecule, with ωB97M-V/def2-TZVPD.

Geometry (Å):
O -1.55 -0.66 1.81
C -0.75 -0.74 0.89
O -0.15 -1.85 0.52
C -0.58 0.52 -0.06
C 0.88 0.73 -0.40
F 1.27 -0.36 -1.23
H 0.41 -1.70 -0.24
H -0.94 0.16 -1.00
H -1.14 1.38 0.30
H 0.99 1.63 -1.04
H 1.55 0.90 0.45

As for the SMILES: O=C(O)CCF.

=====

## x
Computed, not measured: 2 unconnected molecules or ions with the total composition C3H5FO2, with ωB97M-V/def2-TZVPD.

Geometry (Å):
C -1.30 -2.28 0.31
C -0.65 -1.22 -0.07
O 0.26 -1.03 -0.97
F -1.03 0.00 0.53
H -1.11 -3.31 -0.14
H -2.01 -2.43 1.17
H 0.75 -0.17 -0.91
C 1.26 2.61 0.05
O 1.03 1.88 -0.90
H 2.27 2.63 0.56
H 0.53 3.32 0.39

As for the SMILES: C=C(O)F.C=O.

=====

Stability order, top to bottom: w, x

=====

## w
Computed, not measured: 2 unconnected molecules or ions with the total composition C6H13ClSi, with ωB97M-V/def2-TZVPD.

Geometry (Å):
C 2.35 -2.31 0.88
C -0.60 -1.34 0.19
C 2.32 -3.47 0.01
C 0.90 1.18 -0.63
C -1.01 1.54 1.80
C -2.18 0.88 -0.99
Si -0.70 0.56 0.19
Cl -1.38 -2.12 1.45
H 1.45 -1.66 0.69
H 2.60 -4.37 0.58
H 1.42 -3.65 -0.59
H 3.18 -3.30 -0.66
H 1.14 0.60 -1.51
H 0.80 2.22 -0.92
H 1.75 1.12 0.06
H -1.95 1.25 2.27
H -0.22 1.37 2.52
H -1.06 2.61 1.61
H -2.18 1.92 -1.31
H -2.12 0.26 -1.88
H -3.12 0.68 -0.50

=====

## x
Computed, not measured: 2 unconnected molecules or ions with the total composition C6H13ClSi, with ωB97M-V/def2-TZVPD.

Geometry (Å):
C 1.03 -2.03 -0.86
C -0.15 -2.08 -0.16
C -1.69 0.38 -1.38
C -0.27 2.02 -0.12
C 0.99 -0.31 2.24
C -1.22 0.86 -0.06
Si -0.31 -0.57 0.94
Cl 3.42 0.39 0.32
H 1.36 -2.90 -1.51
H 1.55 -1.07 -0.96
H -0.77 -2.95 -0.24
H -2.00 1.41 -1.84
H -0.87 -0.10 -2.08
H -2.54 -0.31 -1.51
H -0.19 2.68 0.88
H -0.56 2.72 -0.93
H 0.73 1.70 -0.43
H 1.32 -1.27 2.63
H 1.79 0.10 1.55
H 0.64 0.33 3.02
H -2.25 1.01 0.49

=====

Stability order, top to bottom: x, w